[1]
This record from the OMol25 dataset describes a molecular structure, C12H24CrN3O18. The level of theory is ωB97M-V/def2-TZVPD.

Properties
energy relative to the best compared isomer or geometry (same formula, charge and spin)	0.00	kcal/mol
gap between HOMO and LUMO (alpha / beta)	6.55 / 7.53	eV
multiplicity	5
E	-3034.5356	hartree
HOMO energy (alpha / beta)	-4.5 / -5.4	eV
net charge	-1
expectation value of S²	6.01

The geometry in XYZ format:
```
58
Properties=species:S:1:pos:R:3:lowdin_spin:R:1
Cr 1.1877 0.3112 -0.1235 3.756
N 2.3389 1.0692 -2.9334 0.003
O 3.3932 0.8955 -3.4888 0.002
O 2.3094 1.1373 -1.6470 0.021
O 1.2930 1.3253 -3.5708 0.003
N 3.7142 1.4968 1.3731 0.006
O 3.9927 2.5528 1.9858 0.005
O 4.5346 0.8681 0.7453 0.004
O 2.4874 1.0818 1.4285 0.032
N 3.2915 -2.3080 -0.3806 0.006
O 3.9692 -2.1620 -1.3930 0.005
O 2.2222 -1.6089 -0.2169 0.032
O 3.5188 -3.1979 0.4540 0.005
C -2.1791 -3.3258 3.8473 0.000
C -2.2908 -1.8364 3.6807 0.000
O -1.7557 -1.4042 2.4370 0.003
C -0.4797 -1.0965 2.3329 0.007
O -0.0249 -0.5943 1.3415 0.015
O 0.2242 -1.4516 3.3968 0.004
C 1.6393 -1.2642 3.2882 0.000
H -2.4035 -3.7900 2.8803 0.000
H -2.9154 -3.7376 4.5360 0.000
H -1.1759 -3.6203 4.1402 0.000
H -1.7900 -1.3182 4.5049 0.000
H -3.3081 -1.4508 3.7439 0.000
H 1.9508 -0.2225 3.2858 0.000
H 2.0581 -1.7458 2.4012 0.000
H 2.1101 -1.7380 4.1522 0.000
C 0.1735 3.7838 2.5143 0.000
C 1.1697 4.0757 1.4167 0.000
O 0.5371 4.2972 0.1285 0.004
C -0.0199 3.2443 -0.4384 0.011
O -0.0071 2.1340 0.0527 0.031
O -0.5536 3.6065 -1.5808 0.004
C -1.3086 2.6447 -2.3319 0.000
H -0.5648 4.5889 2.5651 0.000
H 0.7082 3.7103 3.4573 0.000
H -0.3905 2.8807 2.2821 0.000
H 1.9920 3.3684 1.3292 0.000
H 1.6293 5.0473 1.6134 0.000
H -2.3704 2.8349 -2.1898 0.000
H -0.9912 1.6405 -2.0894 0.000
H -1.0349 2.8272 -3.3692 0.000
C -1.8349 -0.7658 -5.1487 0.000
C -0.8547 -1.1938 -4.0838 0.000
O -1.5531 -1.7449 -2.9595 0.003
C -1.2400 -1.2929 -1.7568 0.007
O -0.3916 -0.4838 -1.4991 0.028
O -1.9724 -1.8425 -0.8069 0.002
C -2.9606 -2.8224 -1.1557 0.000
H -2.5842 -0.0901 -4.7319 0.000
H -2.2857 -1.6312 -5.6312 0.000
H -1.2939 -0.1917 -5.9021 0.000
H -0.1842 -0.3957 -3.7673 0.000
H -0.1627 -1.9395 -4.4873 0.000
H -3.3358 -3.1456 -0.1906 0.000
H -2.4941 -3.6521 -1.6789 0.000
H -3.7331 -2.3576 -1.7615 0.000
```


[2]
This record from the OMol25 dataset describes a molecular structure, C12H24CuO28S7. The level of theory is ωB97M-V/def2-TZVPD.

Properties
energy relative to the best compared isomer or geometry (same formula, charge and spin)	81.84	kcal/mol
gap between HOMO and LUMO (alpha / beta)	7.10 / 5.11	eV
multiplicity	2
E	-7005.7567	hartree
HOMO energy (alpha / beta)	-11.3 / -11.3	eV
expectation value of S²	0.76

The geometry in XYZ format:
```
72
Properties=species:S:1:pos:R:3:lowdin_spin:R:1
Cu -0.1905 1.4529 3.0449 0.339
S -0.4701 0.7321 0.5651 -0.017
O -1.4349 0.8228 1.6090 0.269
O -0.3105 -0.6039 0.0345 0.019
O -0.8499 1.6258 -0.5233 0.091
O 0.7340 1.2134 1.2957 0.296
C 0.0967 -3.5711 0.8369 0.000
C -0.3500 -3.1064 2.2102 0.000
O -0.7937 -4.2074 2.9333 0.000
S -0.5959 -5.6544 2.1530 0.000
O -1.8908 -5.9344 1.4761 0.000
O 0.1032 -6.5742 3.0829 0.000
O 0.4984 -4.9235 1.1636 0.000
H 0.8431 -2.9502 0.3413 0.000
H -0.7058 -3.7280 0.1162 0.000
H -0.9496 -2.1965 2.2362 0.000
H 0.5524 -2.8983 2.7851 0.000
C 2.0698 4.9808 -1.4726 0.000
C 0.9857 4.1845 -0.6848 0.000
O 0.6850 5.0345 0.3832 0.000
S 1.3726 6.5413 0.2046 0.000
O 2.5513 6.4469 1.0784 0.000
O 0.3217 7.5538 0.4696 0.000
O 1.7269 6.3156 -1.3992 0.000
H 1.9594 4.5914 -2.4847 0.000
H 3.0705 4.8393 -1.0644 0.000
H 1.4129 3.2924 -0.2269 0.000
H 0.0525 3.9398 -1.1922 0.000
C -5.3095 0.5418 -0.6216 0.000
C -4.0743 1.2318 -0.0781 0.001
O -4.4752 1.7616 1.0649 0.000
S -6.0814 2.1284 1.1538 0.000
O -6.3377 3.5513 1.0423 0.000
O -6.6546 1.3569 2.2507 0.000
O -6.3985 1.3964 -0.2458 0.000
H -5.3720 -0.3872 -0.0549 0.000
H -5.3378 0.4568 -1.7079 0.000
H -3.8518 2.1902 -0.5472 0.000
H -3.1979 0.5959 0.0462 0.001
C 1.9374 0.7039 -2.0853 0.000
C 2.3830 -0.7796 -2.2359 0.000
O 3.7393 -0.6455 -2.5716 0.000
S 4.0457 0.7002 -3.5657 0.000
O 4.0900 0.1546 -4.9197 0.000
O 5.2053 1.4949 -3.1002 0.000
O 2.5743 1.3628 -3.2407 0.000
H 2.4290 1.1789 -1.2364 0.000
H 0.8779 0.9449 -2.1715 0.000
H 1.7627 -1.2790 -2.9802 0.000
H 2.2696 -1.3620 -1.3215 0.000
C 4.0558 0.0533 1.7188 0.000
C 3.5654 -1.0253 2.7347 0.000
O 4.7636 -1.5120 3.2317 0.000
S 5.8602 -0.3044 3.4941 0.000
O 7.2311 -0.7925 3.4492 0.000
O 5.5032 0.4530 4.7317 0.000
O 5.3088 0.4729 2.1755 0.000
H 3.4196 0.9376 1.7538 0.000
H 4.0191 -0.2698 0.6784 0.000
H 3.0674 -1.8936 2.3033 0.000
H 2.9217 -0.5304 3.4619 0.000
C -2.5842 -1.6906 -2.0565 0.000
C -2.4957 -3.0311 -2.8561 0.000
O -3.5873 -3.7776 -2.5776 0.000
S -4.2086 -3.3706 -1.0838 0.000
O -3.7456 -4.2374 -0.0026 0.000
O -5.6786 -3.2119 -1.2300 0.000
O -3.4472 -1.9795 -0.8995 0.000
H -2.9777 -0.8344 -2.6044 0.000
H -1.5857 -1.4041 -1.7263 0.000
H -1.6582 -3.6824 -2.6060 0.000
H -2.4650 -2.8867 -3.9360 0.000
```


[3]
This record from the OMol25 dataset describes a molecular structure, C12H24F6NiO8. The level of theory is ωB97M-V/def2-TZVPD.

Properties
gap between HOMO and LUMO (alpha / beta)	8.22 / 8.16	eV
multiplicity	3
E	-3181.0117	hartree
HOMO energy (alpha / beta)	-8.2 / -8.2	eV
expectation value of S²	2.00

The geometry in XYZ format:
```
51
Properties=species:S:1:pos:R:3:lowdin_spin:R:1
Ni 0.2554 -0.6156 -0.7898 1.833
C 2.8477 1.2660 -1.0327 0.008
O 2.2660 2.2458 -0.1976 0.000
O 2.1174 0.1462 -0.9210 0.035
C 2.9097 1.8578 -2.4739 0.000
F 3.9665 2.7466 -2.5714 0.000
F 3.1290 0.9535 -3.4481 0.000
F 1.8166 2.5525 -2.8182 0.000
C 2.9865 2.5981 0.9733 0.000
C 2.0525 3.5182 1.7543 0.000
H 1.6931 4.2982 1.0826 0.000
H 1.2106 2.9295 2.1159 0.000
H 2.5528 3.9987 2.5950 0.000
H 3.9477 3.0375 0.6901 0.000
H 3.1929 1.6829 1.5382 0.000
H 3.9113 1.1725 -0.7709 0.001
C -0.6087 -1.4728 2.4010 0.008
O -1.8911 -0.9108 2.5407 0.000
O -0.1108 -1.1328 1.1651 0.023
C 0.2817 -1.0257 3.5657 0.000
F 0.3130 0.3227 3.7111 0.000
F -0.2509 -1.5087 4.7162 0.000
F 1.5544 -1.3919 3.4948 0.000
C -2.9162 -1.7664 3.0190 0.000
C -4.2188 -0.9908 2.9491 0.000
H -5.0711 -1.6286 2.6964 0.000
H -4.4820 -0.5152 3.8932 0.000
H -4.2519 -0.2541 2.1446 0.000
H -2.7501 -1.9967 4.0732 0.000
H -3.0951 -2.6878 2.4569 0.000
H -0.6958 -2.5628 2.3497 0.000
C 0.7491 -1.5095 -3.7833 0.001
C 1.4093 -2.3825 -2.7202 0.001
O 0.5972 -2.5836 -1.5727 0.021
O 0.2067 -0.3744 -3.0945 0.018
H -0.1149 -2.0570 -4.1695 0.000
H 1.4746 -1.1195 -4.4949 0.000
H 2.3924 -1.9891 -2.4511 0.000
H 1.7054 -3.3309 -3.1796 0.001
H 0.6094 -3.4828 -1.2428 0.001
H -0.0310 0.3043 -3.7298 0.001
C -2.6827 -0.1761 -0.8795 0.000
C -2.1471 1.1314 -1.3730 0.002
O -0.8633 1.2189 -0.7615 0.021
O -1.8507 -1.2563 -1.3255 0.021
H -3.7108 -0.3290 -1.2208 0.001
H -2.6687 -0.2052 0.2130 0.000
H -2.8457 1.9055 -1.0441 0.001
H -2.0148 1.2734 -2.4494 0.000
H -0.6791 2.1617 -0.6844 0.001
H -2.1975 -2.0655 -0.9388 0.000
```


[4]
This record from the OMol25 dataset describes 2 unconnected molecules or ions with the total composition C12H24FN. The level of theory is ωB97M-V/def2-TZVPD.

Properties
gap between HOMO and LUMO (alpha / beta)	5.87 / 8.05	eV
multiplicity	3
E	-625.9915	hartree
HOMO energy (alpha / beta)	-5.0 / -9.0	eV
expectation value of S²	2.02

The geometry in XYZ format:
```
38
Properties=species:S:1:pos:R:3:lowdin_spin:R:1
C -1.9445 2.2580 1.2468 0.158
C -1.5021 1.3738 0.3476 0.040
C -2.8981 -1.3162 1.4095 0.014
C -2.5478 -0.7708 -1.1155 0.003
C 2.5528 -1.8035 0.6485 0.033
C 2.1655 -1.6092 -1.7747 0.062
C 1.5884 1.9575 1.0660 0.045
C 0.8925 2.0315 -1.4712 0.032
C -1.9707 -1.1878 0.2151 0.029
C 1.4839 -1.3656 -0.3375 0.094
C 1.5147 1.1200 -0.3147 0.063
C -1.0055 -0.0321 0.6067 0.440
N 0.7987 -0.1568 -0.2871 0.847
F -0.6847 -0.0397 1.9212 0.076
H -2.1704 3.2332 0.9596 0.016
H -1.8559 2.0718 2.3895 0.010
H -1.4569 1.5584 -0.7704 0.000
H -3.5041 -0.4120 1.5882 0.001
H -3.7137 -1.9680 1.0423 0.002
H -2.4717 -1.8160 2.3279 0.001
H -3.3291 -0.0319 -1.0327 0.000
H -1.7345 -0.4994 -1.8379 0.001
H -2.9215 -1.7102 -1.4874 0.001
H 3.4379 -1.1520 0.6513 0.000
H 2.2160 -1.8972 1.7297 0.000
H 2.8483 -2.8724 0.5987 0.003
H 1.6085 -1.2430 -2.6301 0.000
H 2.3460 -2.6118 -1.9978 0.006
H 3.1062 -1.0639 -1.7482 0.001
H 2.3759 1.3573 1.6236 0.000
H 2.0619 2.9276 0.8330 0.003
H 0.7124 2.1649 1.6078 0.004
H -0.1674 2.1424 -1.2792 0.000
H 0.9888 1.5439 -2.4529 0.000
H 1.3503 2.9816 -1.4643 0.003
H -1.4287 -2.0881 0.0228 0.008
H 0.6648 -2.1032 -0.2870 0.001
H 2.5937 1.0288 -0.5473 0.003
```


[5]
This record from the OMol25 dataset describes a molecular structure, C12H24FNO4Sb. The level of theory is ωB97M-V/def2-TZVPD.

Properties
gap between HOMO and LUMO	7.44	eV
multiplicity	1
E	-1167.3439	hartree
HOMO energy	-4.2	eV
net charge	-1

The geometry in XYZ format:
```
43
Properties=species:S:1:pos:R:3:lowdin_charge:R:1
C 2.4977 2.8502 -0.2986 -0.131
C 1.3375 2.6467 -0.9223 -0.283
Sb 0.0103 0.8933 -0.6755 1.358
C -0.8828 1.3838 -2.6510 -0.274
N 0.9313 0.3167 1.0972 -0.163
C -1.5936 2.0907 0.3010 -0.291
C -1.3837 2.5104 1.7463 -0.250
O -2.2981 1.7846 2.6200 -0.056
C -1.7962 0.7391 3.2901 -0.381
O -0.8535 0.7796 4.0232 0.071
C -1.3398 -0.8743 -0.5784 -0.315
O -1.6502 -1.3100 0.7536 -0.251
C -1.3112 -2.6531 1.0043 -0.251
C 0.1790 -2.9933 0.8264 -0.217
C 0.4752 -4.0465 -0.2679 -0.107
C 1.5380 -0.3378 -1.8468 -0.198
C 2.9733 -0.1285 -1.6178 -0.589
O 3.7988 0.2209 -2.4094 0.078
F 3.3929 -0.3979 -0.3501 0.040
H 2.6340 2.5760 0.7437 0.029
H 3.3828 3.2480 -0.7947 0.042
H 1.0526 3.3401 -1.7162 0.028
H -1.2921 0.5045 -3.1511 -0.006
H -0.1030 1.8219 -3.2771 -0.012
H -1.6532 2.1461 -2.5192 -0.012
H 1.4118 1.0527 1.5946 -0.026
H 0.3149 -0.1774 1.7288 -0.031
H -2.5346 1.5369 0.2557 0.056
H -1.7352 2.9830 -0.3152 0.039
H -0.3604 2.3879 2.1007 0.089
H -1.6381 3.5630 1.8826 0.107
H -2.3765 -0.1761 3.1137 0.133
H -0.9908 -1.7033 -1.2054 0.059
H -2.2775 -0.5284 -1.0303 0.056
H -1.9191 -3.3077 0.3596 0.109
H -1.6177 -2.8686 2.0305 0.110
H 0.5909 -3.3627 1.7665 0.101
H 0.7316 -2.0856 0.5846 0.068
H -0.4167 -4.2757 -0.8530 0.059
H 0.8789 -4.9620 0.1640 0.058
H 1.2212 -3.6682 -0.9681 0.055
H 1.3015 -1.3821 -1.6358 0.040
H 1.3695 -0.1370 -2.9034 0.057
```


> Which value of multiplicity does entry 3 give?

3


> Among the records above, which one has the highest E?

C12H24FN


> Look up the multiplicity of the fourth one.

3


> multiplicity of number 4 (C12H24FN)?

3